Here is a structure of composition C28H39ClEuN3O4 in a non-equilibrium geometry from OMol25. Energies are from ωB97M-V/def2-TZVPD.

Last column: Mulliken charge in e.
Geometry (Å):
O  1.63  -0.40  -4.27  -0.62
C  0.54  0.14  -4.38  -0.70
C  0.17  1.57  -4.59  0.52
C  0.37  2.54  -3.60  0.07
H  0.42  2.25  -2.56  0.67
C  0.40  3.89  -4.00  -0.93
H  0.65  4.65  -3.26  0.35
C  0.11  4.24  -5.32  -0.42
H  0.24  5.28  -5.64  0.35
C  -0.37  3.26  -6.20  -0.49
H  -0.69  3.53  -7.19  0.34
C  -0.44  1.93  -5.79  -0.45
H  -1.02  1.19  -6.34  0.38
H  -0.36  -0.54  -4.24  0.05
C  -2.20  -1.48  -2.32  -1.53
C  -2.03  -0.25  -1.52  0.80
H  -2.91  -1.36  -3.15  0.47
H  -2.55  -2.33  -1.73  0.34
H  -1.28  -1.80  -2.83  0.08
C  -2.48  0.91  -2.01  -0.29
C  -3.99  1.08  -2.07  -1.42
H  -1.90  1.81  -2.25  0.53
H  -4.42  1.51  -2.98  0.35
H  -4.28  1.69  -1.21  0.25
H  -4.41  0.07  -1.93  0.35
Eu  -0.58  -0.20  0.22  0.93
Cl  -2.10  2.11  0.57  -0.63
C  -2.05  -0.21  2.82  0.56
O  -1.75  -1.18  2.06  -0.77
N  -2.06  -0.27  4.15  0.34
C  -1.69  -1.49  4.88  -0.96
C  -2.47  0.89  4.92  -0.81
H  -2.28  0.79  2.38  0.07
H  -1.13  -2.16  4.22  0.26
H  -2.59  -1.98  5.26  0.31
H  -1.07  -1.21  5.74  0.31
H  -2.75  1.68  4.20  0.28
H  -1.65  1.26  5.55  0.20
H  -3.33  0.64  5.56  0.33
H  4.62  1.52  -2.54  0.33
H  3.99  1.57  0.43  0.29
C  3.54  1.71  -2.54  -0.98
C  3.06  1.88  -0.07  -0.51
N  2.92  1.16  -1.34  0.50
H  3.09  1.22  -3.41  0.31
C  2.43  -0.08  -1.40  -0.39
O  1.57  -0.53  -0.59  -0.52
H  2.21  1.68  0.60  0.02
H  2.78  -0.73  -2.21  0.48
H  3.35  2.78  -2.58  0.31
H  3.12  2.94  -0.31  0.34
H  -0.16  -5.93  0.12  0.32
H  2.05  -5.72  -1.49  0.31
C  -0.61  -5.31  -0.65  -1.01
C  1.40  -5.07  -2.09  -0.87
N  0.38  -4.45  -1.27  0.24
H  -1.39  -4.68  -0.22  0.26
C  0.42  -3.15  -0.96  0.78
O  -0.38  -2.62  -0.14  -0.63
H  2.02  -4.29  -2.56  0.27
H  1.18  -2.57  -1.49  -0.25
H  -1.03  -5.97  -1.42  0.34
H  0.94  -5.68  -2.87  0.30
C  0.73  1.11  1.77  -1.00
C  0.94  0.93  2.99  -0.01
C  1.25  0.79  4.35  0.73
C  1.78  -0.42  4.82  -0.53
C  1.84  -0.63  6.19  -0.50
C  1.41  0.37  7.07  -0.41
C  0.96  1.62  6.58  -0.29
C  0.90  1.84  5.22  -0.70
H  2.11  -1.17  4.09  0.43
H  2.22  -1.58  6.56  0.36
H  1.43  0.20  8.14  0.35
H  0.67  2.41  7.27  0.39
H  0.56  2.79  4.79  0.45

Summary:
**HOMO-LUMO gap (alpha / beta)**: 0.101 / 0.204 hartree
**Multiplicity**: 8
**Calculated total energy**: -74175.8495 eV
**Lowest unoccupied orbital energy (alpha / beta)**: 2.21 / 2.20 eV
**Total charge**: -1

Here is a structure of composition C28H39ClN5O4SZr in a non-equilibrium geometry from OMol25. Energies are from ωB97M-V/def2-TZVPD.

Last column: Mulliken charge in e.
Geometry (Å):
Zr  -0.97  -1.48  -0.21  0.73
C  0.85  -1.45  3.32  -1.23
C  -0.50  -1.10  2.75  1.04
C  -0.79  0.21  2.31  -0.16
C  -2.03  0.56  1.82  -0.74
C  -3.10  -0.51  1.78  -0.69
C  -2.78  -1.76  2.22  -0.63
C  -1.49  -2.06  2.71  -0.57
H  1.66  -0.93  2.82  -0.03
H  1.03  -2.52  3.23  0.21
H  0.88  -1.20  4.38  0.40
H  -0.02  0.97  2.37  0.54
H  -2.22  1.56  1.49  0.64
H  -4.08  -0.30  1.42  0.56
H  -3.54  -2.53  2.20  0.45
H  -1.28  -3.05  3.07  0.43
Cl  -0.40  -8.72  0.28  -0.22
C  -0.27  -6.99  0.43  -0.07
C  0.63  -6.44  1.35  -0.66
C  0.74  -5.08  1.48  -0.85
C  -0.02  -4.17  0.71  0.64
O  0.15  -2.91  0.92  -0.17
C  -0.97  -4.76  -0.24  1.49
C  -1.90  -4.11  -1.15  -0.40
O  -2.14  -2.90  -1.35  -0.54
C  -1.04  -6.17  -0.34  -1.21
H  1.24  -7.09  1.96  0.44
H  1.44  -4.67  2.19  0.35
H  -2.49  -4.82  -1.73  0.27
H  -1.74  -6.62  -1.04  0.41
O  0.09  -2.43  -1.32  -0.66
C  -5.04  2.48  -1.31  -0.94
N  -4.07  1.56  -1.90  0.14
C  -3.94  1.43  -3.24  -0.08
C  -3.05  0.58  -3.78  -1.18
C  -2.24  -0.20  -2.90  0.57
N  -2.36  -0.09  -1.56  1.01
C  -3.30  0.80  -1.03  -0.36
O  -3.41  0.88  0.16  -0.61
N  -1.35  -1.05  -3.42  -0.17
H  -5.52  3.05  -2.10  0.36
H  -4.54  3.15  -0.62  0.29
H  -5.79  1.91  -0.76  0.31
H  -4.58  2.05  -3.85  0.36
H  -2.95  0.46  -4.85  0.47
H  -0.94  -0.77  -4.30  0.30
H  -0.64  -1.42  -2.75  0.17
C  1.99  5.13  0.39  -1.01
C  0.68  5.25  -0.39  -0.64
C  0.22  3.95  -1.06  -0.63
C  -0.16  2.84  -0.07  -0.04
N  0.96  2.00  0.33  0.68
C  1.34  0.89  -0.31  -0.22
S  0.60  0.20  -1.68  -0.34
N  2.42  0.26  0.17  0.30
C  3.27  0.68  1.29  -1.22
C  4.25  1.80  0.95  0.01
C  5.44  1.39  0.09  -0.72
C  5.10  1.06  -1.37  -0.99
H  2.32  6.10  0.74  0.44
H  2.78  4.71  -0.23  0.19
H  1.88  4.49  1.28  0.26
H  0.82  6.00  -1.17  0.42
H  -0.10  5.62  0.27  0.32
H  0.98  3.59  -1.75  0.27
H  -0.66  4.19  -1.66  0.41
H  -0.92  2.20  -0.52  -0.95
H  -0.58  3.27  0.84  0.63
H  1.51  2.31  1.11  0.32
H  2.68  -0.56  -0.34  0.40
H  3.81  -0.21  1.62  0.72
H  2.63  0.98  2.12  0.24
H  4.63  2.19  1.90  0.45
H  3.72  2.63  0.46  -0.28
H  5.94  0.53  0.55  0.33
H  6.16  2.21  0.10  0.39
H  4.55  0.13  -1.47  0.23
H  6.02  0.95  -1.95  0.41
H  4.51  1.86  -1.82  0.22

Summary:
**HOMO-LUMO gap**: 0.274 hartree
**Calculated total energy**: -69944.2713 eV
**Lowest unoccupied orbital energy**: -2.60 eV
**Total charge**: +1

Here is a structure of composition C28H39CrN4O3Si from OMol25. Energies are from ωB97M-V/def2-TZVPD.

Last column: Mulliken charge in e.
Geometry (Å):
Cr  0.34  -0.32  -0.02  -1.17
O  0.68  -0.56  1.93  -0.16
N  1.92  -0.63  2.31  -1.21
N  2.74  -0.67  1.35  1.51
O  2.38  -0.67  0.10  -0.25
C  4.17  -0.76  1.65  0.36
C  5.04  -0.74  0.58  -0.40
C  6.40  -0.83  0.83  -0.69
C  6.87  -0.94  2.13  -0.49
C  5.97  -0.96  3.19  -0.55
C  4.60  -0.88  2.96  -0.33
H  4.64  -0.65  -0.42  0.42
H  7.10  -0.81  0.00  0.37
H  7.93  -1.01  2.32  0.39
H  6.33  -1.05  4.21  0.38
H  3.90  -0.89  3.77  0.45
C  0.52  -0.86  -4.33  -1.05
C  1.03  0.37  -4.73  -0.52
C  1.25  1.36  -3.80  -1.30
C  0.96  1.12  -2.46  0.61
N  0.48  -0.08  -2.08  1.28
C  0.27  -1.04  -2.99  -0.71
C  1.08  2.11  -1.37  0.81
C  1.48  3.43  -1.60  -0.80
C  1.55  4.32  -0.55  -0.90
C  1.22  3.89  0.74  -0.79
C  0.81  2.58  0.96  -0.21
C  0.72  1.66  -0.09  0.45
H  0.32  -1.65  -5.03  0.45
H  1.24  0.56  -5.78  0.44
H  1.64  2.32  -4.10  0.44
H  -0.12  -1.97  -2.59  0.53
H  1.73  3.77  -2.60  0.36
H  1.85  5.34  -0.72  0.40
H  1.27  4.59  1.56  0.46
H  0.56  2.27  1.97  0.30
C  1.51  -4.48  -0.34  -1.42
C  0.43  -3.58  0.20  0.77
N  -0.33  -4.06  1.19  -0.36
O  0.29  -2.44  -0.24  -0.33
H  1.30  -5.53  -0.19  0.49
H  2.44  -4.23  0.17  0.29
H  1.64  -4.27  -1.40  0.24
H  -0.18  -4.98  1.57  0.22
H  -1.00  -3.45  1.63  0.10
C  -2.90  -1.63  -0.80  -1.30
Si  -2.18  -0.05  0.01  1.43
C  -3.03  1.37  -1.00  2.55
C  -2.90  2.73  -0.31  -1.71
C  -2.37  1.49  -2.38  -1.87
C  -4.52  1.09  -1.25  -1.88
C  -2.87  -0.04  1.82  2.45
C  -2.20  1.05  2.67  -1.52
C  -4.39  0.15  1.91  -2.25
C  -2.54  -1.39  2.46  -1.84
H  -3.90  -1.86  -0.42  0.37
H  -2.28  -2.50  -0.63  0.16
H  -3.00  -1.49  -1.88  0.30
H  -1.86  2.97  -0.06  0.22
H  -3.49  2.78  0.60  0.31
H  -3.27  3.52  -0.98  0.50
H  -1.38  1.92  -2.30  0.27
H  -2.97  2.15  -3.01  0.64
H  -2.29  0.53  -2.90  0.22
H  -5.11  1.01  -0.33  0.31
H  -4.68  0.18  -1.82  0.30
H  -4.94  1.92  -1.84  0.56
H  -2.41  2.05  2.30  0.25
H  -1.12  0.92  2.72  0.01
H  -2.59  1.00  3.70  0.54
H  -4.70  1.16  1.64  0.35
H  -4.71  -0.02  2.95  0.52
H  -4.94  -0.55  1.28  0.37
H  -1.47  -1.58  2.46  -0.03
H  -3.06  -2.20  1.94  0.35
H  -2.88  -1.41  3.50  0.56

Summary:
**HOMO-LUMO gap (alpha / beta)**: 0.275 / 0.254 hartree
**Multiplicity**: 4
**Calculated total energy**: -78070.5700 eV
**Lowest unoccupied orbital energy (alpha / beta)**: 0.25 / 0.24 eV